{
  "formula": "C67H133F12N9O15S4Y",
  "method": "ωB97M-V/def2-TZVPD",
  "elements": ["Y", "C", "F", "F", "F", "S", "O", "O", "N", "S", "O", "O", "C", "F", "F", "F", "C", "F", "F", "F", "S", "O", "O", "N", "S", "O", "O", "C", "F", "F", "F", "C", "C", "C", "C", "C", "C", "N", "O", "C", "C", "C", "H", "H", "H", "H", "H", "H", "H", "H", "H", "H", "H", "H", "H", "H", "H", "H", "H", "H", "H", "C", "C", "C", "C", "C", "C", "N", "O", "C", "C", "C", "H", "H", "H", "H", "H", "H", "H", "H", "H", "H", "H", "H", "H", "H", "H", "H", "H", "H", "H", "C", "C", "C", "C", "C", "C", "N", "O", "C", "C", "C", "H", "H", "H", "H", "H", "H", "H", "H", "H", "H", "H", "H", "H", "H", "H", "H", "H", "H", "H", "C", "C", "C", "C", "C", "C", "N", "O", "C", "C", "C", "H", "H", "H", "H", "H", "H", "H", "H", "H", "H", "H", "H", "H", "H", "H", "H", "H", "H", "H", "C", "C", "C", "C", "C", "C", "N", "O", "C", "C", "C", "H", "H", "H", "H", "H", "H", "H", "H", "H", "H", "H", "H", "H", "H", "H", "H", "H", "H", "H", "C", "C", "C", "C", "C", "C", "N", "O", "C", "C", "C", "H", "H", "H", "H", "H", "H", "H", "H", "H", "H", "H", "H", "H", "H", "H", "H", "H", "H", "H", "C", "C", "C", "C", "C", "C", "N", "O", "C", "C", "C", "H", "H", "H", "H", "H", "H", "H", "H", "H", "H", "H", "H", "H", "H", "H", "H", "H", "H", "H"],
  "coordinates": [[13.865010, -18.687410, -0.183830], [16.150520, -16.095260, -2.885140], [16.525420, -17.303030, -3.282310], [17.126670, -15.616220, -2.105650], [16.014900, -15.409190, -4.057910], [14.391230, -16.245960, -2.124430], [13.574550, -15.145990, -2.563240], [13.902770, -17.592740, -2.569410], [14.616270, -16.574840, -0.421020], [14.610510, -15.090040, 0.251840], [15.110440, -14.044630, -0.631370], [13.479930, -14.854340, 1.087110], [16.150770, -15.297530, 1.422640], [16.270980, -14.295630, 2.310490], [15.992880, -16.416650, 2.169100], [17.238610, -15.388040, 0.710970], [14.949040, -21.004090, -3.910250], [14.583690, -19.765800, -4.430720], [13.919290, -21.864010, -4.096210], [16.094800, -21.471160, -4.374580], [15.079760, -20.902200, -1.931450], [15.950070, -21.990060, -1.494550], [15.634150, -19.652760, -1.515910], [13.516970, -20.628500, -1.252820], [12.843840, -22.044960, -0.973670], [13.507630, -23.260040, -1.413850], [12.219360, -21.939810, 0.325740], [11.355530, -21.922090, -2.183930], [10.348930, -21.212610, -1.674190], [11.587850, -21.202620, -3.307530], [10.822140, -23.091430, -2.452330], [8.522880, -21.035130, -6.454220], [8.183330, -22.419310, -7.006910], [8.362910, -22.395860, -8.550520], [8.046960, -23.717600, -9.198460], [8.977690, -24.751370, -8.606480], [9.033420, -24.951300, -7.087210], [9.059640, -23.564610, -6.492490], [9.191740, -23.638470, -5.135160], [7.879430, -25.872580, -6.647850], [10.386690, -25.694650, -6.814200], [6.686190, -22.666720, -6.657790], [8.097390, -20.163720, -6.951920], [9.556170, -20.937040, -6.121390], [8.092230, -20.970040, -5.455020], [7.932110, -21.486490, -8.969510], [9.443520, -22.258250, -8.588660], [8.210800, -23.646580, -10.273740], [6.969050, -23.828620, -9.080620], [9.999780, -24.592380, -8.950210], [8.701690, -25.638860, -9.175940], [6.873120, -25.609140, -6.973470], [7.969740, -26.937960, -6.859770], [8.029380, -25.813790, -5.569820], [10.296510, -26.727360, -7.151080], [11.225510, -25.206020, -7.309900], [10.650120, -25.717760, -5.756760], [6.121830, -21.772560, -6.922500], [6.569810, -22.930380, -5.606580], [6.252500, -23.494250, -7.219230], [10.016370, -23.189840, -4.934390], [11.142620, -26.648170, -1.719710], [10.437140, -26.655050, -0.321060], [9.150620, -27.472050, -0.528700], [8.486250, -27.863150, 0.793110], [9.430820, -28.727020, 1.626230], [10.830680, -28.038920, 1.846710], [11.333070, -27.400480, 0.580960], [12.639400, -26.871980, 0.702140], [10.672500, -27.026260, 3.007880], [11.892210, -29.145090, 2.244530], [10.077390, -25.131000, -0.031050], [12.090360, -26.117550, -1.811060], [10.548690, -26.365310, -2.588800], [11.392360, -27.686080, -1.939870], [8.488290, -26.838380, -1.118510], [9.270090, -28.439370, -1.016690], [7.587330, -28.438890, 0.572740], [8.099770, -26.928350, 1.199190], [9.560570, -29.690460, 1.133220], [8.903840, -28.908740, 2.562910], [9.669160, -26.600350, 3.003970], [10.732670, -27.593050, 3.936990], [11.547580, -26.378190, 2.959500], [12.851910, -28.759870, 2.589020], [11.511690, -29.899430, 2.933210], [12.087510, -29.707690, 1.331610], [9.097500, -24.878870, -0.436450], [10.692710, -24.322460, -0.425690], [10.048640, -24.964590, 1.045780], [13.029390, -27.296350, -0.065600], [15.060250, -22.143160, 1.887460], [16.348250, -21.446770, 2.294160], [17.456600, -22.438240, 1.911410], [18.924240, -21.909290, 1.939080], [18.945470, -20.675920, 1.046890], [17.916940, -19.557960, 1.455640], [16.490520, -20.122440, 1.556640], [15.509340, -19.198980, 1.824520], [18.333890, -18.707290, 2.737480], [17.986770, -18.536010, 0.290530], [16.351330, -21.289060, 3.881680], [14.929620, -23.159990, 2.257720], [15.058420, -22.159380, 0.797580], [14.182480, -21.642410, 2.295960], [17.332660, -23.373440, 2.457440], [17.444020, -22.715590, 0.857370], [19.703830, -22.604980, 1.628690], [19.276150, -21.711190, 2.951510], [18.608910, -21.013970, 0.066820], [19.922590, -20.214580, 0.903720], [18.430110, -19.291150, 3.652880], [19.233520, -18.161210, 2.453630], [17.560110, -17.980250, 2.983990], [17.223480, -17.758580, 0.257540], [18.958590, -18.042420, 0.294770], [17.901730, -19.120560, -0.625530], [17.288910, -20.865730, 4.242000], [16.105030, -22.259620, 4.312330], [15.662020, -20.496270, 4.172260], [15.636040, -19.217650, 2.775940], [20.332540, -28.057870, -2.470160], [19.831040, -27.712630, -1.033720], [20.934990, -26.943340, -0.309240], [20.321920, -26.188440, 0.934830], [19.030930, -25.402840, 0.490320], [17.947350, -26.144800, -0.200910], [18.609540, -26.930790, -1.257300], [17.681920, -27.552090, -2.063280], [17.240640, -27.033290, 0.863500], [16.901640, -25.151050, -0.870850], [19.429610, -29.034270, -0.351700], [21.202080, -28.712350, -2.409570], [20.601950, -27.200600, -3.087080], [19.601680, -28.573380, -3.093200], [21.681000, -27.667300, 0.018560], [21.415650, -26.258000, -1.007360], [20.966210, -25.456120, 1.421330], [20.059270, -26.951520, 1.667520], [19.394480, -24.612070, -0.165900], [18.486850, -24.926720, 1.306030], [17.797950, -27.480050, 1.686860], [16.509980, -26.461130, 1.435220], [16.770090, -27.852780, 0.320260], [17.352430, -24.588260, -1.688260], [16.031720, -25.591350, -1.358160], [16.423470, -24.633680, -0.039120], [19.135520, -28.972590, 0.696070], [20.360710, -29.589430, -0.237850], [18.714230, -29.650770, -0.895990], [17.860930, -27.169180, -2.925220], [5.769630, -22.643190, -2.714840], [5.887010, -21.409190, -1.770760], [6.374830, -20.362190, -2.742570], [6.374200, -18.877480, -2.285500], [5.044680, -18.578940, -1.616070], [4.546760, -19.556760, -0.503290], [4.563560, -20.976570, -1.161140], [4.043540, -21.958720, -0.367400], [5.437160, -19.460250, 0.698850], [3.157890, -19.056730, -0.197290], [6.996700, -21.677830, -0.747090], [4.992690, -22.606170, -3.478450], [5.496500, -23.535140, -2.150990], [6.725020, -22.753570, -3.227810], [7.438660, -20.491420, -2.941740], [5.846340, -20.291240, -3.693230], [6.469220, -18.246190, -3.168990], [7.214500, -18.626620, -1.638140], [4.344660, -18.480110, -2.445700], [4.924850, -17.546860, -1.286580], [5.058610, -18.650850, 1.323090], [5.552610, -20.344860, 1.325140], [6.424000, -19.031710, 0.523970], [2.622170, -19.278260, -1.120340], [2.778410, -19.570860, 0.685760], [3.067940, -17.983490, -0.029490], [7.749180, -22.360760, -1.141430], [6.610610, -22.208860, 0.122990], [7.606040, -20.864480, -0.353050], [4.775410, -22.112170, 0.234610], [12.896240, -20.197060, -7.281780], [13.518620, -19.080920, -8.119110], [14.397420, -19.763610, -9.201390], [13.602870, -20.379460, -10.391850], [12.647190, -19.381070, -10.998740], [11.761580, -18.680430, -10.002340], [12.607200, -18.183840, -8.858890], [11.880210, -17.473840, -7.905240], [11.130330, -17.549300, -10.749780], [10.493160, -19.539540, -9.565360], [14.493450, -18.184910, -7.350170], [12.138020, -19.818390, -6.596350], [13.727560, -20.646470, -6.738610], [12.418310, -21.008650, -7.830420], [15.189710, -19.062730, -9.464350], [15.057410, -20.536250, -8.807020], [13.085460, -21.166670, -9.843490], [14.372380, -20.771510, -11.056860], [11.856790, -19.926230, -11.514640], [13.118960, -18.708810, -11.715400], [11.960440, -16.898900, -11.025450], [10.424640, -17.732740, -11.559990], [10.665790, -16.873580, -10.031640], [9.741720, -19.527660, -10.354860], [10.761000, -20.590530, -9.456790], [10.124710, -19.145230, -8.618330], [15.106620, -17.526360, -7.965350], [15.208310, -18.766520, -6.768100], [13.869420, -17.680850, -6.612200], [12.391700, -16.662950, -7.855900], [14.228310, -24.475290, -8.329380], [15.648480, -25.082060, -8.337210], [16.704060, -23.984700, -8.272720], [16.966980, -23.312240, -6.891240], [17.188230, -24.407900, -5.847390], [16.064470, -25.413280, -5.796170], [15.823200, -25.939130, -7.168060], [14.792780, -26.875730, -7.106700], [16.508700, -26.597420, -4.912020], [14.830720, -24.754250, -5.144930], [15.955270, -25.840110, -9.656340], [13.370850, -25.133280, -8.188260], [14.076340, -23.950470, -9.272540], [14.225300, -23.609370, -7.667370], [17.657230, -24.224670, -8.743870], [16.375570, -23.147760, -8.888940], [16.054290, -22.751060, -6.690830], [17.775470, -22.585420, -6.812520], [17.410150, -23.949370, -4.883750], [18.150870, -24.805590, -6.168730], [15.777010, -27.371700, -4.681300], [17.233250, -27.243860, -5.407230], [16.951050, -26.252550, -3.977420], [14.402970, -23.848240, -5.574220], [14.046620, -25.511140, -5.124790], [15.045540, -24.540830, -4.097840], [16.025720, -25.086700, -10.440880], [15.111770, -26.508500, -9.829150], [16.893400, -26.394090, -9.689580], [15.245390, -27.559510, -7.605890]],
  "forces_ev_per_angstrom": [[2.17, -0.16, -0.04], [1.41, 0.20, -2.03], [-0.34, -0.48, 0.72], [-1.66, 0.01, -0.57], [-0.15, 0.04, 2.11], [-1.21, -1.18, -1.03], [1.19, -1.26, 1.00], [0.56, 0.77, 1.80], [-0.77, 1.31, -3.01], [3.13, 3.49, 2.59], [-0.94, -1.88, 0.48], [-0.21, -0.78, -0.35], [-1.17, 0.41, 1.24], [-0.42, -0.40, -1.16], [-0.16, -0.06, -0.50], [0.34, -0.07, -0.35], [-1.57, 0.83, 0.22], [1.22, -2.67, 1.19], [1.53, 0.87, -0.21], [-1.39, 0.83, 0.40], [2.07, -2.33, 0.13], [-2.54, 1.20, -1.28], [0.13, 3.51, 0.58], [2.64, -1.71, -1.78], [-3.80, -3.16, 0.22], [-0.33, 2.32, 0.62], [0.66, 0.13, -0.83], [-1.21, 1.55, 0.03], [-0.11, 0.39, 1.63], [1.05, -1.04, -0.32], [0.79, -0.78, -0.66], [0.50, -0.70, 2.58], [-0.91, 0.64, -1.56], [1.55, 0.14, 0.99], [-0.26, 1.51, 0.13], [-0.16, -0.53, -1.36], [0.81, -0.78, -2.65], [-2.24, -0.90, 0.83], [-0.07, 0.04, -0.93], [-0.02, 0.66, 1.84], [-0.24, 0.72, 0.77], [0.27, -1.20, 0.23], [0.41, -0.45, -0.63], [0.48, 0.35, -1.06], [-0.57, -0.06, 0.19], [-0.34, -0.24, 0.09], [0.26, 0.32, -0.68], [0.11, -0.09, 0.01], [0.04, -0.92, 0.04], [0.00, 0.58, -0.14], [0.10, -0.75, 0.84], [0.21, 0.46, 0.19], [0.78, 0.27, -0.58], [-1.05, -0.25, 0.40], [-0.02, 0.20, -0.14], [-0.12, -0.02, -0.20], [-0.25, -0.12, 0.13], [0.22, 0.09, 0.18], [-0.09, 0.38, 0.09], [0.13, 0.08, -0.05], [0.49, 0.54, 0.52], [0.39, -1.10, -0.10], [0.96, 1.04, -1.74], [-0.36, -0.19, 0.90], [-0.19, 0.38, -0.94], [0.43, 1.08, -0.36], [0.33, -0.40, 0.76], [-1.86, -0.95, 0.07], [-0.64, 0.30, 0.02], [0.39, -1.17, -0.29], [-0.67, 0.29, -1.07], [-0.23, -0.56, 1.01], [-0.06, 0.41, 0.46], [-0.54, 0.43, 0.33], [0.09, -0.26, 0.02], [-0.13, -0.21, -0.14], [0.72, 0.26, -0.58], [-0.06, -0.12, -0.04], [0.29, -0.07, 0.93], [0.04, -0.02, -0.14], [0.57, -0.11, 0.35], [0.34, 0.71, -0.18], [0.07, 0.02, 0.13], [-0.45, 0.57, 0.20], [-0.23, 0.21, 0.13], [-0.21, 0.40, 0.33], [0.16, -0.02, -0.15], [-0.27, -0.30, 0.08], [0.72, -0.67, -0.10], [-0.19, 0.04, 0.09], [0.65, 0.01, 0.09], [-0.52, 0.67, -0.16], [0.18, -0.03, 1.51], [2.11, 0.30, -1.02], [-0.21, 0.61, 1.17], [-1.29, 0.16, 0.53], [-0.17, 1.66, 0.74], [3.35, -3.57, -2.65], [-0.88, 0.49, 0.42], [-0.71, -1.09, -0.67], [-0.29, -0.91, -0.32], [0.40, 0.88, -1.65], [0.55, -0.06, -0.02], [-0.27, -0.19, 0.03], [-0.19, 0.34, -0.25], [-0.09, 0.21, 0.28], [-1.04, -0.09, -0.20], [-0.54, -0.45, -0.53], [-0.26, 0.50, 0.28], [0.08, 0.01, -0.26], [-0.01, 0.03, 0.26], [0.58, -0.11, -0.19], [0.06, -0.13, 0.49], [0.00, 0.19, -0.30], [-0.08, -0.08, 0.36], [-0.05, -0.02, 0.01], [0.05, 0.25, -0.20], [0.26, -0.71, 0.00], [-0.02, 0.35, 0.25], [-0.74, -0.33, 0.28], [-1.18, 1.31, 0.95], [0.22, -0.34, 0.05], [-1.36, -1.20, -1.43], [-1.01, 0.77, 1.13], [-1.19, -0.31, -1.05], [1.20, 0.87, 0.38], [-0.34, -1.64, -0.75], [0.70, 2.89, 0.52], [-0.60, -0.98, -0.29], [-0.74, -0.07, -0.29], [0.30, -1.34, 0.68], [1.55, -0.48, 0.73], [0.09, 0.02, 0.03], [0.17, 0.43, 0.45], [-0.17, -0.29, 0.44], [0.06, 0.06, 0.00], [-0.08, 0.14, 0.04], [0.33, -0.24, -0.18], [0.00, 0.07, 0.17], [-0.03, 0.29, -0.16], [0.59, 0.19, 0.50], [0.82, 0.07, -0.47], [-0.49, 0.16, -0.38], [-0.39, 0.01, 0.23], [0.32, 0.59, 0.56], [0.17, -0.89, 0.10], [0.40, 0.86, -0.19], [-0.43, 0.52, -0.13], [0.08, -0.51, -0.36], [0.03, 0.33, -0.12], [-0.11, -0.21, -0.07], [-0.86, -0.45, 1.03], [-0.46, 0.61, -0.66], [0.84, 2.82, -0.08], [-0.50, -0.36, 0.81], [-0.32, 0.35, -0.50], [1.39, -0.21, -2.07], [0.59, 2.40, -2.10], [0.14, -0.41, 0.69], [0.68, 1.19, 1.19], [-0.55, -1.23, -0.29], [0.42, -0.86, 0.51], [-0.12, 0.71, 0.08], [0.43, -0.22, 0.10], [0.11, -0.23, 0.19], [0.08, -0.83, -0.35], [-0.28, -0.80, 0.01], [0.10, 0.04, -0.02], [0.15, -0.19, 0.16], [-0.60, -0.93, -0.04], [0.70, 0.09, 0.74], [-0.46, -0.23, 0.40], [-0.23, -0.06, -0.10], [0.33, -0.58, -0.55], [-0.73, -0.13, 0.38], [-0.46, -0.07, -0.24], [0.54, -0.03, 0.06], [-0.11, -0.20, -0.33], [-0.03, -0.07, 0.18], [-0.56, 0.52, -0.23], [-0.15, -0.67, 0.98], [-0.16, 0.31, 0.58], [1.20, -0.89, -2.43], [0.41, 0.23, -0.58], [1.20, 0.80, 1.89], [-0.59, -1.41, -0.17], [-1.09, -0.44, 1.22], [0.38, -0.67, -1.14], [-0.89, 0.41, 0.34], [0.85, 2.75, 1.07], [1.55, -0.34, 0.04], [-0.67, -0.50, 1.19], [0.10, 0.12, 0.28], [-0.14, -0.09, 0.29], [0.09, 0.19, -0.43], [-0.42, 0.50, -0.79], [-0.44, -0.49, 0.63], [-0.34, -0.51, -0.78], [-0.50, -0.25, -0.32], [0.36, -0.25, -0.88], [0.09, 0.12, 0.30], [0.02, 0.03, -0.91], [0.42, -0.44, 0.08], [-0.71, -0.23, 0.13], [-0.07, 0.30, 0.15], [0.09, -0.14, 0.32], [-0.23, -0.03, -0.12], [-0.58, 0.16, -0.15], [-0.02, -0.33, -0.06], [0.42, 0.61, 0.12], [-0.31, 0.36, 0.13], [0.42, 1.29, -1.05], [0.38, 0.13, 0.55], [0.94, 2.22, 0.36], [-1.29, -0.94, 0.04], [1.00, 1.12, -0.81], [-0.21, -0.12, -0.15], [1.59, 0.58, 0.71], [-0.30, -0.69, -0.39], [0.15, -0.71, -0.25], [-0.40, -0.68, 0.45], [-0.91, 0.15, 0.56], [0.44, -0.19, 0.27], [-0.08, -0.26, -0.49], [-0.26, -0.31, 0.58], [0.00, -0.73, 0.19], [-0.34, -0.06, -0.41], [-0.16, 0.18, 0.35], [0.15, -0.14, -0.65], [-0.39, -0.18, 0.33], [-0.03, -0.83, 0.16], [-0.71, 0.60, 0.18], [0.53, 0.54, -0.36], [-0.29, 0.34, -0.14], [0.41, -0.10, -0.33], [-0.22, 0.02, -0.05], [0.16, 0.02, 0.13], [-0.30, -0.11, -0.17], [0.11, -0.13, -0.48], [-0.04, 0.01, 0.50], [-0.58, -0.79, 0.13]],
  "relative_energy_kj_mol": 53.5,
  "molar_mass_g_mol": 1750.00,
  "lumo_energy_ev": [-6.73, -8.01],
  "total_energy_ha": -7082.433884,
  "spin_multiplicity": 2,
  "homo_lumo_gap_ha": [0.1465, 0.0998],
  "charge": 2,
  "homo_ev": [-10.722, -10.722]
}